Molecular formula: C3H2N2OS2
Method: DFT, ωB97M-V/def2-TZVPD

Element x y z (Å)
S -3.394823 -0.339869 0.200121
C -1.768378 -0.227036 -0.042945
N -1.095255 0.996792 -0.202825
C 0.189750 0.802865 -0.147006
C 0.904096 -0.451866 -0.036109
S 2.696474 -0.386929 0.164812
N 0.283669 -1.600898 -0.216629
O -1.139749 -1.460722 -0.093883
H 0.745124 1.805573 -0.162654
H 2.579096 0.862088 0.537122

Atoms 1-3, force components in eV/Å:
S 1.1 0.4 -0.1
C -2.1 -0.6 0.1
N 1.6 -2.5 0.2

Computed properties:
- Maximum force: 3.46 eV/A
- Energy relative to the best compared isomer or geometry (same formula, charge and spin): 259.8 kJ/mol
- SMILES: S=c1ncc(S)no1

***

Molecular formula: CH2F2O3S
Method: DFT, ωB97M-V/def2-TZVPD

Element x y z (Å)
C 0.184202 0.428561 -0.429430
O -1.106082 2.721402 -0.160092
O -2.041452 0.555103 -0.888467
O -0.545326 1.736595 -2.481361
F -3.620250 0.745040 -1.405261
F 0.786090 2.006083 -2.453589
S -0.927316 1.491960 -0.864749
H 0.537859 -0.294723 -1.029049
H 0.462338 0.278399 0.630977

Atoms 1-3, force components in eV/Å:
C 1.6 0.6 4.1
O 0.6 -0.8 -0.8
O 1.5 -1.3 0.4

Computed properties:
- Maximum force: 4.49 eV/A
- Energy relative to the best compared isomer or geometry (same formula, charge and spin): 518.5 kJ/mol

***

Molecular formula: C46H95N7O14
Method: DFT, ωB97M-V/def2-TZVPD

Element x y z (Å)
C 5.570024 -4.699090 1.173384
C 5.474194 -6.170840 1.394524
N 4.802294 -6.850540 0.274664
C 3.320034 -6.624810 0.096394
C 2.427074 -6.475720 1.400924
C 5.479954 -6.824160 -1.002576
C 4.858344 -7.742480 -2.062406
H 6.077794 -4.190640 1.992994
H 4.525144 -4.389300 1.154444
H 6.283464 -4.619700 0.353134
H 6.509534 -6.335360 1.693034
H 4.951314 -6.458440 2.306664
H 3.036584 -5.799160 -0.556346
H 2.847304 -7.469250 -0.405146
H 1.354254 -6.517840 1.212764
H 2.674184 -7.332480 2.027814
H 2.496814 -5.538520 1.953084
H 6.430384 -7.352490 -0.927366
H 5.704214 -5.821600 -1.366836
H 3.844204 -7.498690 -2.378936
H 4.809584 -8.766980 -1.693446
H 5.637634 -7.679400 -2.821896
C -3.771996 -3.771380 2.475024
C -4.642046 -3.225670 3.582524
N -4.225766 -3.854440 4.840244
C -2.923866 -3.322630 5.273104
C -2.383066 -4.148660 6.476964
C -5.261836 -3.832660 5.867204
C -5.425236 -2.466290 6.590214
H -4.237546 -3.625640 1.500284
H -3.594456 -4.840310 2.593214
H -2.791246 -3.300120 2.410584
H -4.664646 -2.139300 3.668464
H -5.656246 -3.550410 3.350054
H -2.907296 -2.249110 5.461124
H -2.306566 -3.608170 4.421344
H -1.888666 -4.997970 6.005444
H -3.012986 -4.649640 7.212034
H -1.510116 -3.645850 6.893194
H -6.231816 -4.036050 5.413484
H -5.058306 -4.615880 6.597434
H -5.092356 -1.653050 5.945284
H -6.458426 -2.299230 6.894704
H -4.821776 -2.420400 7.496754
C -9.768456 4.777340 -1.423576
C -8.287956 4.361650 -1.402896
N -8.094876 3.559260 -2.609786
C -7.418746 2.241600 -2.347976
C -6.001566 2.516990 -1.800846
C -7.507946 4.420590 -3.639436
C -7.427136 3.635360 -5.007086
H -9.845096 5.644000 -2.080176
H -10.083056 5.162090 -0.453476
H -10.471516 3.956900 -1.567396
H -7.543226 5.155330 -1.343356
H -8.144176 3.852380 -0.449966
H -7.934636 1.819100 -1.485736
H -7.408816 1.550270 -3.190626
H -5.583926 1.578800 -1.435526
H -5.453186 2.983910 -2.618986
H -6.040956 3.243330 -0.989066
H -6.575306 4.883680 -3.317196
H -8.199426 5.248340 -3.796876
H -8.327106 3.234850 -5.473726
H -6.700796 2.825700 -4.936566
H -6.915666 4.392990 -5.600786
O 0.133024 2.242460 -0.443906
C 0.556584 1.238970 0.069594
C -0.084156 -0.196960 0.059804
C 0.992674 -0.973720 0.883724
C 2.168604 -0.029020 1.099384
O 1.670164 1.286160 0.827964
H -1.027286 -0.047090 0.585304
H -0.181666 -0.584610 -0.954256
H 0.380474 -1.223960 1.750154
H 1.382414 -1.841270 0.351234
H 2.651004 -0.188470 2.063734
H 2.964494 -0.109170 0.358954
O 3.126554 5.783700 5.992214
C 2.967054 6.006230 4.778844
C 2.713564 4.992280 3.686874
C 2.163084 5.911810 2.527974
C 2.569104 7.290160 2.840384
O 3.009024 7.239190 4.182274
H 3.733674 4.608620 3.669984
H 2.081404 4.149590 3.966784
H 2.609334 5.604930 1.582044
H 1.073874 5.905640 2.486824
H 3.364904 7.600640 2.163324
H 1.689164 7.910590 2.670484
O -0.103926 2.570700 -8.643536
C -0.269616 2.123310 -7.497896
C -1.551946 1.965810 -6.712166
C -0.925596 1.689860 -5.363806
C 0.153924 0.774760 -5.701026
O 0.768074 1.406270 -6.796196
H -2.012486 2.952860 -6.753786
H -2.202976 1.335300 -7.317736
H -0.723576 2.661000 -4.911956
H -1.442586 1.227570 -4.522916
H 0.817644 0.491410 -4.884146
H -0.078286 -0.187080 -6.158236
O 5.045514 1.701290 -3.311186
C 5.277504 2.682970 -3.997256
C 4.413194 3.839160 -4.226026
C 5.365704 4.922070 -4.603576
C 6.480794 4.143420 -5.370796
O 6.449074 2.866850 -4.724086
H 3.673214 3.576120 -4.981896
H 4.001224 3.880540 -3.217726
H 4.932514 5.673470 -5.263746
H 5.911324 5.273160 -3.727706
H 6.164244 4.110230 -6.413276
H 7.496174 4.534250 -5.304916
O -2.586876 -3.580820 -4.361696
C -2.499416 -4.747550 -3.903226
C -3.451846 -5.872270 -4.281716
C -2.666906 -7.189900 -4.011596
C -1.742926 -6.671290 -2.952416
O -1.576476 -5.269110 -3.197836
H -4.198796 -5.899440 -3.488346
H -4.118726 -5.597990 -5.099116
H -3.369786 -7.962870 -3.700856
H -2.176346 -7.543980 -4.918276
H -2.220576 -7.011650 -2.033666
H -0.830876 -7.248170 -3.105586
C -2.036866 2.059350 5.207074
C -1.376506 2.107400 6.524144
N -2.159286 1.899570 7.492984
O -0.119236 2.134590 6.580804
H -1.947686 1.029510 4.861304
H -1.549316 2.797610 4.570384
H -3.084296 2.250150 5.440674
H -1.693526 2.022990 8.380644
H -3.134696 2.154750 7.433414
C -0.402216 8.103560 -5.115886
C -0.016496 7.449840 -3.781946
N -1.051666 6.902420 -3.169796
O 1.026444 7.696120 -3.241286
H -1.449816 8.384050 -5.225196
H -0.113036 7.452500 -5.940866
H 0.238694 8.958600 -5.330926
H -0.852526 6.399490 -2.316846
H -1.977386 6.941620 -3.571816
C 3.404564 -0.993080 6.358134
C 3.267304 -1.444870 7.873494
N 2.146314 -1.074860 8.473654
O 4.208594 -1.944780 8.485814
H 4.054254 -1.680710 5.816684
H 3.569984 0.084140 6.340074
H 2.420604 -1.118460 5.906254
H 2.145984 -1.312100 9.455394
H 1.580224 -0.287680 8.190834
C 9.249034 -0.046750 -0.733486
C 9.843634 -1.010700 -1.691486
N 9.604344 -0.895160 -2.982156
O 10.599394 -1.865020 -1.369206
H 8.162904 -0.122800 -0.682176
H 9.341664 0.957680 -1.146576
H 9.719114 0.061760 0.243934
H 8.885844 -0.288880 -3.351316
H 10.074494 -1.592900 -3.540916

Atoms 1-3, force components in eV/Å:
C -0.2 0.2 0.9
C -0.4 0.0 0.7
N -0.8 -0.5 0.3

Computed properties:
- Maximum force: 7.30 eV/A
- SMILES: CCN(CC)CC.CCN(CC)CC.CCN(CC)CC.O=C1CCCO1.O=C1CCCO1.O=C1CCCO1.O=C1CCCO1.O=C1CCCO1.CC(N)=O.CC(N)=O.CC(N)=O.CC(N)=O
- DFT total energy: -88333.1815 eV

***

Molecular formula: C8H24Be2NO11
Method: DFT, ωB97M-V/def2-TZVPD

Element x y z (Å)
Be -1.630581 2.193383 -3.357263
Be -1.721427 -3.486312 -2.846363
N -0.291215 -0.687512 -1.526689
O -1.021276 0.295874 -1.780912
O -0.247970 -1.685792 -2.281383
O 0.231000 -0.758091 -0.404539
C -0.155708 -5.439763 -1.131592
C -0.140727 -4.055954 -0.594626
O -1.429614 -3.411658 -0.783614
O -0.538582 -5.457292 -2.510452
H -0.809218 -6.076970 -0.530480
H 0.789512 -5.931883 -0.889569
H 0.660415 -3.386421 -0.909888
H 0.106962 -4.277554 0.448459
H -1.178616 -2.495371 -0.560202
H -0.450170 -6.362372 -2.844665
C 3.037974 2.522831 2.590373
C 2.316761 1.390497 1.910253
O 0.931233 1.669956 1.949636
O 4.265967 2.094613 3.158550
H 2.484094 2.972315 3.422194
H 3.136273 3.405617 1.942858
H 2.632915 0.554705 2.544447
H 2.673242 1.196202 0.895051
H 0.553962 1.022555 1.343402
H 4.655739 2.787479 3.702256
C 0.573508 2.921050 -0.994521
C 1.395359 3.168480 -2.241664
O 0.779267 2.542617 -3.367730
O -0.796146 3.220589 -1.260515
H 0.931554 3.538387 -0.165673
H 0.634767 1.924654 -0.555432
H 2.479474 3.048039 -2.189548
H 1.474403 4.256191 -2.346799
H 1.436365 2.313995 -4.035857
H -1.244339 3.093614 -0.403168
C -3.233141 -0.290182 1.919216
C -2.382501 0.981494 2.080012
O -1.848159 1.348287 0.769945
O -2.427847 -1.253822 1.264125
H -4.094057 -0.109896 1.272025
H -3.580793 -0.567318 2.915810
H -1.469035 0.812827 2.653789
H -2.822287 1.926140 2.391458
H -1.657879 0.474894 0.406637
H -3.009460 -1.943121 0.932649

Atoms 1-3, force components in eV/Å:
Be 3.4 0.3 3.0
Be 2.8 -0.7 3.7
N -0.8 0.3 2.5

Computed properties:
- Maximum force: 4.69 eV/A
- Energy relative to the best compared isomer or geometry (same formula, charge and spin): 0.0 kJ/mol
- Charge: +3

***

Molecular formula: C19H15F4I2N3ORu
Method: DFT, ωB97M-V/def2-TZVPD

Element x y z (Å)
Ru 0.457835 0.082453 -0.456563
C 1.032109 1.091972 -3.073930
N -0.180204 0.787273 -2.274848
C -1.026780 1.996130 -2.207414
C -0.937387 -0.353092 -2.865061
C -0.226194 -1.675399 -2.612249
N 0.260535 -1.639079 -1.225695
C 0.641451 -2.785541 -0.527612
C 1.089767 -2.594648 0.780960
F 1.153053 -1.298752 1.243791
C 1.481000 -3.618793 1.609598
F 1.888140 -3.336096 2.843216
C 1.450790 -4.922115 1.151197
C 1.026184 -5.139830 -0.143253
F 0.989778 -6.376463 -0.628363
C 0.630274 -4.103884 -0.976989
F 0.241794 -4.400550 -2.223183
H 0.746448 1.418049 -4.076711
H 1.655269 0.201695 -3.155816
H 1.590201 1.879580 -2.572506
H -1.340962 2.288828 -3.211969
H -0.450848 2.800068 -1.755127
H -1.904516 1.788508 -1.598810
H -1.095893 -0.182502 -3.933206
H -1.910365 -0.368472 -2.372320
H 0.601416 -1.837404 -3.307478
H -0.937608 -2.484277 -2.772375
H 1.758762 -5.742970 1.782429
I 3.309477 4.209412 0.974982
C 1.549139 3.429097 1.733769
C 0.970607 3.970733 2.901207
C -0.202503 3.491405 3.423292
I -0.975908 4.369414 5.143923
C -0.870678 2.414328 2.785276
C -2.087349 1.825003 3.189191
C -2.624616 0.788206 2.471332
C -1.956567 0.309372 1.339169
N -0.817267 0.838924 0.936729
C -0.266754 1.883821 1.631268
C 0.943535 2.378610 1.083483
O 1.359759 1.816321 -0.039221
H 1.476042 4.792600 3.389612
H -2.591164 2.200778 4.069935
H -3.555265 0.326297 2.766312
H -2.344539 -0.519012 0.760025

Atoms 1-3, force components in eV/Å:
Ru -0.1 -0.1 0.0
C 0.0 0.0 0.0
N 0.1 0.1 0.0

Computed properties:
- Maximum force: 0.19 eV/A
- Multiplicity: 2
- Energy relative to the best compared isomer or geometry (same formula, charge and spin): 0.0 kJ/mol
- Charge: +1

***

Molecular formula: C44H50BClHfIN10OTe
Method: DFT, ωB97M-V/def2-TZVPD

Element x y z (Å)
Hf -19.622094 -1.129909 -9.740247
C -21.300773 -0.056653 -6.277901
C -22.020464 0.113967 -7.528607
C -23.362982 0.600950 -7.657744
C -23.537636 0.761683 -9.039338
N -22.388645 0.394855 -9.689185
N -21.501857 -0.104531 -8.742405
B -22.124277 0.349805 -11.207069
N -20.617538 0.908605 -11.419789
C -20.262851 2.150689 -11.877045
C -19.029886 2.092559 -12.488197
C -18.563057 0.782003 -12.286941
C -17.286261 0.155123 -12.766313
N -19.455015 0.101215 -11.491106
N -22.148590 -1.133164 -11.642212
C -22.695146 -1.689047 -12.759823
C -22.382841 -3.063888 -12.814708
C -21.648748 -3.340355 -11.631378
C -21.313019 -4.743640 -11.243894
N -21.467238 -2.169216 -10.925182
N -23.159738 1.165895 -11.944243
C -24.426788 0.719107 -12.265811
C -25.226352 1.785705 -12.701086
C -24.334775 2.900172 -12.504998
C -24.573819 4.389042 -12.711048
N -23.089828 2.514491 -12.127028
H -21.630135 0.750681 -5.619454
H -20.199530 -0.053504 -6.487211
H -21.638597 -1.024292 -5.848311
H -24.044293 0.715562 -6.807637
H -24.370221 1.184293 -9.601375
H -21.027675 2.924163 -11.913280
H -18.551740 2.807458 -13.141644
H -17.555537 -0.207312 -13.788140
H -17.115292 -0.678649 -12.084638
H -16.510454 0.898008 -12.848725
H -23.294451 -1.090295 -13.483194
H -22.810721 -3.800764 -13.516894
H -22.156811 -5.344618 -11.600521
H -21.174610 -4.816658 -10.167094
H -20.412833 -5.073752 -11.775318
H -24.711024 -0.312642 -12.151813
H -26.232689 1.877039 -13.138429
H -25.547053 4.536297 -13.260789
H -23.715475 4.850485 -13.208521
H -24.659720 4.859885 -11.714179
I -19.145332 2.512333 -7.943830
C -17.289101 2.086957 -8.844851
C -16.373446 3.163566 -8.974024
C -15.239598 3.077971 -9.739749
C -14.800532 1.819828 -10.197177
C -15.532724 0.672379 -9.831489
C -14.954559 -0.634954 -9.924563
C -15.650179 -1.702047 -9.414926
C -16.899613 -1.512036 -8.793359
C -17.650421 -0.359526 -9.095298
C -16.908515 0.809774 -9.301726
H -16.620954 4.101512 -8.507837
H -14.596542 3.935906 -9.918012
H -13.848942 1.777605 -10.744624
H -13.970645 -0.750379 -10.379445
H -15.224205 -2.669960 -9.616432
H -17.321491 -2.372727 -8.234425
Te -18.842732 -2.185985 -15.991797
C -19.197322 -4.252667 -16.646932
C -19.368012 -5.267631 -15.653168
C -19.984081 -6.413480 -16.119338
C -20.281160 -6.578601 -17.456566
C -20.015248 -5.625875 -18.383208
C -19.574478 -4.359012 -17.960180
C -16.750385 -2.452064 -15.582908
C -15.801423 -2.055903 -16.585494
C -14.457143 -2.209346 -16.317832
C -14.060249 -2.520325 -15.026391
C -14.984707 -2.854509 -14.035904
C -16.334582 -2.806720 -14.268887
H -19.321511 -5.109273 -14.584542
H -20.147598 -7.256101 -15.402017
H -20.772424 -7.523487 -17.796574
H -20.282016 -5.819794 -19.401141
H -19.444172 -3.584136 -18.768392
H -16.200345 -1.637287 -17.515714
H -13.665789 -1.982438 -17.043446
H -12.958516 -2.574879 -14.813605
H -14.559411 -3.179506 -13.088287
H -16.998728 -3.168083 -13.514876
Cl -17.438988 -4.099959 -10.613571
C -18.730783 -2.883719 -10.523830
H -19.674880 -3.377725 -10.212799
H -18.953743 -2.626100 -11.569149
C -21.985280 -3.858218 -7.409714
N -20.591590 -4.216534 -7.074422
C -20.110741 -5.542804 -7.514213
C -19.691073 -3.191627 -7.041655
O -19.892931 -2.144373 -7.797241
N -18.671186 -3.173679 -6.192983
C -18.237628 -4.316567 -5.422857
C -18.207689 -1.858381 -5.694454
H -22.392847 -3.321114 -6.525127
H -22.579473 -4.752775 -7.522397
H -22.009680 -3.216582 -8.320581
H -20.919540 -6.005811 -8.070921
H -19.815573 -6.112904 -6.644415
H -19.253880 -5.421906 -8.204491
H -19.130412 -4.950406 -5.213094
H -17.804621 -3.919449 -4.457786
H -17.536319 -4.914600 -5.995010
H -17.197077 -1.964387 -5.246558
H -18.917395 -1.463648 -4.942161
H -18.045582 -1.154163 -6.546292

Atoms 1-3, force components in eV/Å:
Hf -2.7 -0.1 1.5
C 0.8 -0.9 0.4
C -2.1 0.4 -1.7

Computed properties:
- Maximum force: 3.08 eV/A
- Multiplicity: 2
- Energy relative to the best compared isomer or geometry (same formula, charge and spin): 228.1 kJ/mol
- Charge: +2